Entry 1:
A cluster of 3 separate species, CH8NO2 in total in a non-equilibrium geometry, computed with ωB97M-V/def2-TZVPD.

```
12
Properties=species:S:1:pos:R:3:forces:R:3
C 0.787 -0.191 -0.877 1.0 -1.2 0.1
N 0.870 -0.730 0.280 -1.6 0.3 -0.1
H -0.180 0.012 -1.325 0.2 -0.2 -0.1
H 1.728 -0.153 -1.415 -0.1 1.1 -0.1
H 1.680 -0.768 0.885 0.4 -0.4 -0.5
H -0.003 -1.081 0.674 -0.1 0.4 0.9
H 0.226 2.303 -2.872 0.2 0.2 -0.6
H -0.895 2.714 -1.939 0.1 0.0 0.1
O -0.090 2.182 -1.982 -0.3 -0.1 0.5
H -1.874 -2.018 2.773 0.4 0.3 -0.6
H -1.015 -0.929 3.324 0.1 0.2 -0.2
O -1.234 -1.340 2.475 -0.3 -0.5 0.6
```
Positions in Å, forces in eV/Å.

Summary:
energy relative to the best compared isomer or geometry (same formula, charge and spin)	17.8	kcal per mole
total energy	-247.857837	a.u.
HOMO-LUMO gap	10.6	eV
highest occupied orbital energy	-15.7	eV
charge	+1

Entry 2:
A structure of composition C21H22IrN2O2SbSe4 in a non-equilibrium geometry, computed with ωB97M-V/def2-TZVPD.

```
53
Properties=species:S:1:pos:R:3:forces:R:3
Ir 0.491 -0.506 -0.727 1.0 0.4 -0.1
C 1.568 1.339 -3.061 -0.2 0.0 0.0
O 0.383 0.838 -2.378 0.3 0.0 -0.1
C -0.639 1.758 -2.214 0.1 0.2 -0.5
C -0.971 2.624 -3.240 0.0 0.0 0.0
C -2.022 3.510 -3.065 0.0 0.0 0.0
C -2.731 3.518 -1.870 0.0 -0.1 0.1
C -2.383 2.646 -0.848 -0.2 0.2 0.1
C -1.329 1.771 -1.013 0.4 -0.7 0.5
N -0.860 0.839 -0.017 -0.3 0.7 -0.6
N -1.463 0.893 1.095 0.1 -0.6 0.4
C -1.116 0.019 2.074 -0.3 0.3 0.2
C -0.250 -1.115 1.960 0.0 -0.1 0.7
O 0.354 -1.538 0.923 0.0 -0.4 -0.2
C -0.022 -1.933 3.146 0.0 0.2 -0.6
C -0.620 -1.660 4.307 -0.3 0.2 0.5
C -1.533 -0.549 4.457 0.2 -0.4 0.1
C -2.172 -0.313 5.683 0.0 0.0 0.1
C -3.045 0.735 5.836 0.0 0.0 -0.1
C -3.285 1.581 4.743 0.0 0.0 0.1
C -2.663 1.366 3.537 0.1 -0.1 -0.1
C -1.777 0.283 3.359 0.0 0.1 -0.3
H 1.683 2.395 -2.833 0.0 0.0 0.0
H 1.464 1.156 -4.129 -0.1 0.0 0.0
H 2.409 0.795 -2.657 0.1 -0.1 0.0
H -0.412 2.605 -4.165 0.0 0.0 0.0
H -2.285 4.191 -3.864 0.0 0.0 0.0
H -3.555 4.204 -1.731 0.0 0.0 0.0
H -2.910 2.644 0.096 0.0 0.0 0.0
H 0.671 -2.756 3.028 0.0 0.0 -0.1
H -0.416 -2.279 5.175 0.0 0.0 0.0
H -1.957 -0.976 6.515 0.0 0.0 0.0
H -3.539 0.906 6.784 0.0 0.0 0.0
H -3.959 2.423 4.853 0.0 0.0 0.0
H -2.838 2.032 2.705 0.0 0.0 0.0
Se 4.638 2.282 2.087 0.1 0.1 -0.1
Sb 2.289 1.609 1.483 -0.2 -0.2 0.1
Se 2.995 -0.215 -0.328 -1.2 0.0 -0.4
Se 1.729 3.407 -0.062 0.1 0.2 0.0
Se 3.809 -1.955 0.845 0.1 -0.2 0.3
C 2.378 -2.128 -3.892 -0.1 0.0 0.0
C 2.258 -2.681 -2.473 -0.1 0.0 -0.2
C 2.365 -4.203 -2.500 -0.1 -0.1 0.0
C 0.947 -2.247 -1.795 0.4 -0.1 0.0
H 3.261 -2.520 -4.405 0.0 0.0 0.1
H 2.454 -1.041 -3.894 0.0 0.0 0.0
H 1.496 -2.400 -4.486 0.1 0.0 0.0
H 3.105 -2.318 -1.897 0.1 0.0 0.1
H 1.515 -4.645 -3.037 0.0 0.0 0.0
H 2.364 -4.596 -1.481 0.0 0.0 0.0
H 3.284 -4.535 -2.992 0.0 0.0 0.0
H 0.164 -2.241 -2.571 -0.1 0.0 0.0
H 0.676 -3.020 -1.065 0.0 0.0 0.0
```
Positions in Å, forces in eV/Å.

Summary:
spin multiplicity	2
energy relative to the best compared isomer or geometry (same formula, charge and spin)	48.7	kcal per mole
total energy	-11023.779478	a.u.
HOMO-LUMO gap (spin up / spin down)	5.3 / 5.1	eV
highest occupied orbital energy (spin up / spin down)	-4.0 / -4.0	eV
charge	-1

Entry 3:
A structure of composition C26H32NNiO5S in a non-equilibrium geometry, computed with ωB97M-V/def2-TZVPD.

```
66
Properties=species:S:1:pos:R:3:forces:R:3
O -3.186 4.276 -0.287 -0.6 -0.5 -1.1
C -2.583 2.978 -0.538 1.6 0.0 0.9
C -2.690 3.038 -2.043 -0.5 0.6 0.2
H -3.002 2.098 -0.087 -0.3 0.1 0.7
H -1.563 3.125 -0.174 -0.3 -0.7 -0.3
C -3.016 4.543 -1.712 0.1 -0.2 -0.6
H -3.485 2.372 -2.454 0.3 0.8 0.2
H -1.759 2.881 -2.584 -0.1 0.0 -0.1
C -4.278 5.143 -2.279 -0.3 -0.3 0.0
H -4.574 5.978 -1.640 -0.1 0.0 -0.1
H -5.078 4.379 -2.294 0.3 0.5 0.1
H -4.124 5.505 -3.298 0.0 0.0 0.0
C -1.778 5.395 -1.987 0.0 0.0 -0.1
H -0.860 4.988 -1.540 -0.4 0.0 0.1
H -1.921 6.418 -1.629 0.0 0.0 -0.1
H -1.618 5.393 -3.074 0.0 0.2 0.2
Ni -0.714 -0.218 0.054 0.2 0.4 0.1
C -1.276 -1.485 -1.451 -1.3 -1.0 -0.3
C -1.142 -2.226 -0.247 -1.1 -0.3 0.0
C -1.976 -1.627 0.746 -1.5 -0.6 -0.6
H -0.557 -3.116 -0.112 0.3 0.0 0.2
C -2.655 -0.518 0.139 -1.1 -1.2 -0.5
C -2.220 -0.438 -1.229 -1.3 -0.7 -0.8
H -2.627 0.196 -2.018 0.3 0.1 0.4
H -0.798 -1.740 -2.384 0.1 0.3 0.0
H -2.148 -2.023 1.742 0.2 0.5 -0.4
H -3.463 0.013 0.611 0.6 0.0 -0.1
C 1.198 -0.362 0.656 0.9 0.6 0.3
C 1.141 -0.072 -0.735 1.5 0.4 -0.2
C 0.438 1.158 -0.903 1.7 0.9 -0.3
H 1.629 -0.650 -1.522 -0.6 0.1 0.3
C 0.189 1.689 0.390 0.5 0.2 0.5
C 0.506 0.683 1.346 1.9 1.0 0.8
H 0.385 0.740 2.427 0.1 0.1 -0.5
H 1.760 -1.152 1.136 -0.4 -0.3 -0.1
H 0.246 1.638 -1.856 0.0 0.0 0.2
H 0.072 2.738 0.652 -0.7 -0.4 -0.1
O -4.325 1.240 1.798 -1.8 1.3 0.4
C -5.302 1.385 0.744 0.1 -0.2 -0.7
C -6.217 2.585 1.041 0.2 0.3 0.1
H -5.802 0.412 0.566 0.0 0.5 0.4
H -4.805 1.655 -0.213 0.0 -0.6 0.5
C -5.948 2.953 2.519 -0.2 -0.6 0.0
H -7.273 2.408 0.801 0.2 -0.1 0.2
H -5.883 3.391 0.374 -0.1 0.0 0.3
C -4.626 2.224 2.834 0.8 0.3 -0.2
H -6.772 2.612 3.181 0.5 0.1 -0.4
H -5.821 4.028 2.674 -0.1 -0.1 -0.1
H -4.641 1.746 3.820 0.0 -0.2 -0.3
H -3.785 2.944 2.833 -0.3 -0.3 0.0
O 0.313 -4.670 1.442 -0.4 -0.3 0.1
S 0.025 -4.234 2.790 0.6 2.8 0.8
O -0.667 -5.136 3.680 0.1 -0.1 -0.4
N -0.581 -2.720 2.835 -0.7 -0.7 0.5
C 0.107 -1.796 3.556 -1.2 0.0 -0.4
O -0.274 -0.640 3.835 0.6 -1.6 -0.1
C 1.447 -2.354 3.900 1.2 0.0 0.3
C 2.564 -1.693 4.413 -0.3 -0.3 0.0
C 3.781 -2.377 4.474 -0.2 -0.1 -0.1
C 3.884 -3.700 4.016 -0.2 0.1 0.1
C 2.760 -4.376 3.536 -0.2 0.4 0.2
C 1.560 -3.673 3.505 0.9 -1.0 0.0
H 2.444 -0.664 4.743 0.2 -0.1 -0.1
H 4.656 -1.867 4.875 -0.1 -0.2 -0.1
H 4.844 -4.205 4.024 0.0 0.1 0.1
H 2.788 -5.405 3.174 0.2 0.3 0.1
```
Positions in Å, forces in eV/Å.

Summary:
spin multiplicity	3
energy relative to the best compared isomer or geometry (same formula, charge and spin)	13.6	kcal per mole
total energy	-3347.274735	a.u.
HOMO-LUMO gap (spin up / spin down)	5.8 / 7.8	eV
highest occupied orbital energy (spin up / spin down)	-3.4 / -5.3	eV
charge	-1

Entry 4:
A cluster of 2 separate species, C5H12OS2 in total, computed with ωB97M-V/def2-TZVPD.

```
20
Properties=species:S:1:pos:R:3:forces:R:3
C 2.208 -1.984 2.296 -0.8 0.3 0.0
C 1.322 -0.787 2.069 0.3 0.1 -0.5
C 1.225 -0.175 0.891 -0.1 -0.1 0.8
O 0.555 1.016 0.770 0.2 -0.2 -0.3
H 1.618 -2.804 2.710 0.2 -0.2 0.0
H 2.653 -2.289 1.351 0.1 -0.2 0.1
H 2.991 -1.731 3.010 0.1 -0.1 0.0
H 0.791 -0.346 2.905 0.1 0.0 0.1
H 1.646 -0.598 -0.014 0.2 0.1 0.0
H 0.669 1.321 -0.135 -0.2 0.2 -0.1
C -0.667 0.226 -3.024 0.1 0.0 -0.2
S -1.076 1.944 -2.607 -0.2 -0.2 -0.1
S -2.909 1.693 -1.715 0.2 0.3 0.0
C -2.387 1.280 -0.035 -0.3 0.0 0.1
H -0.384 -0.329 -2.132 0.0 -0.1 0.0
H -1.498 -0.269 -3.521 -0.1 0.1 0.1
H 0.158 0.240 -3.738 0.1 0.1 0.2
H -1.774 2.066 0.390 0.2 0.0 -0.1
H -3.276 1.195 0.592 -0.1 -0.1 -0.2
H -1.864 0.330 -0.063 0.1 0.0 0.3
```
Positions in Å, forces in eV/Å.

Summary:
energy relative to the best compared isomer or geometry (same formula, charge and spin)	18.9	kcal per mole
total energy	-1069.290067	a.u.
HOMO-LUMO gap	9.3	eV
SMILES	C/C=C/O.CSSC
highest occupied orbital energy	-8.7	eV

> energy relative to the best compared isomer or geometry (same formula, charge and spin) of number 1 (CH8NO2)?

17.8 kcal per mole